Entry 1:
Computed, not measured: 7 unconnected molecules or ions with the total composition C2H19N2O6 in a non-equilibrium geometry, with the ωB97M-V functional and the def2-TZVPD basis.

Geometry as XYZ:
```
29
Properties=species:S:1:pos:R:3:lowdin_charge:R:1
C -0.82675 -0.83519 -0.86274 -0.10
C -1.54166 -1.58587 -0.01632 -0.18
N -2.67133 -1.06739 0.46390 0.09
N 0.32522 -1.33500 -1.67369 0.15
H -1.09228 0.14412 -1.14115 0.08
H -1.28638 -2.52823 0.37072 0.10
H -3.23310 -1.40762 1.19601 0.09
H -2.88484 -0.09468 0.44510 0.08
H -0.00506 -1.59289 -2.60063 0.16
H 0.76811 -2.17735 -1.23131 0.10
H 1.15711 -0.69720 -1.70325 0.09
H 1.62870 -3.34395 0.67437 0.08
H 1.24748 -4.19698 -0.54218 0.07
O 0.97848 -3.43865 -0.02676 -0.02
H -1.48254 1.11763 1.76407 -0.03
H -0.75704 2.25530 0.91762 -0.04
O -1.44104 1.64108 1.00456 -0.02
H 0.78942 2.22495 -2.06436 0.08
H 0.50738 1.62795 -0.63729 0.05
O 0.97455 1.47608 -1.49007 -0.06
H -1.20494 0.82261 3.93088 0.10
H -0.25441 -0.27888 3.40020 0.05
O -0.46637 0.64807 3.27060 -0.06
H 0.03166 4.68588 0.38061 0.05
H 1.08532 3.95841 1.28017 0.07
O 0.45672 3.85605 0.55941 -0.02
H 3.55997 -0.50099 -1.57046 0.04
H 2.70246 0.77043 -1.91642 0.04
O 2.93513 -0.14770 -2.18158 -0.06
```

The value obtained for the energy above the lowest of the compared OMol25 structures with the same formula, charge and spin is 1.066 eV. As for the electronic energy: -17641.292 eV. Its net charge is +1. For the molar mass, the calculation gives 167.2 g mol⁻¹.



Entry 2:
Computed, not measured: 7 unconnected molecules or ions with the total composition C2H20N3O6 in a non-equilibrium geometry, with the ωB97M-V functional and the def2-TZVPD basis.

Geometry as XYZ:
```
31
Properties=species:S:1:pos:R:3:lowdin_charge:R:1
C -1.97415 -2.93074 1.37100 -0.04
N -1.61467 -2.04027 0.20019 0.04
C -0.74258 -1.00877 0.34157 -0.36
N -0.51115 -0.12735 -0.66137 0.19
N -0.24770 -0.71285 1.60524 0.18
H -1.11865 -3.80881 1.52407 0.14
H -2.93045 -3.53221 0.90101 0.15
H -2.14663 -2.40320 2.24780 0.03
H -1.82511 -2.47303 -0.64967 0.08
H -0.64973 -0.42204 -1.62432 0.09
H -0.02185 0.75698 -0.54900 0.05
H 0.63368 -0.22044 1.52996 0.11
H -0.80686 -0.54097 2.40343 0.10
H -0.96879 2.15783 0.98300 0.02
H -2.45934 2.36003 1.28000 -0.05
O -1.68404 2.28411 1.65404 0.01
H -0.83367 -2.88967 -3.47944 0.01
H -0.36065 -3.37065 -2.27411 0.05
O -1.18630 -3.09375 -2.65740 0.00
H 3.16636 1.53823 -1.50292 -0.02
H 4.12239 1.05996 -0.56358 0.06
O 3.56636 1.78807 -0.74002 0.02
H 0.39855 -0.00237 -3.76040 0.06
H 1.26687 0.64242 -2.63004 0.03
O 0.76726 -0.12823 -2.89334 -0.03
H 0.82391 2.89525 3.18630 -0.11
H 1.84707 3.21989 2.18214 0.01
O 1.61616 3.09746 3.07975 0.08
H 2.03959 2.40620 0.16818 0.15
H 0.82961 3.25156 -0.42240 0.12
O 1.00450 2.24734 -0.24969 -0.19
```

As for the electronic energy: -19145.918 eV. Its net charge is +1. For the molar mass, the calculation gives 182.2 g mol⁻¹.



Entry 3:
Computed, not measured: 8 unconnected molecules or ions with the total composition C2H20N4O8 in a non-equilibrium geometry, with the ωB97M-V functional and the def2-TZVPD basis.

Geometry as XYZ:
```
34
Properties=species:S:1:pos:R:3:lowdin_charge:R:1
O -8.29096 21.56378 -25.82565 -0.05
H -7.65944 21.17267 -26.42935 0.02
H -8.58390 20.83457 -25.27915 -0.01
O -6.65739 16.34348 -24.24620 -0.05
H -6.61837 17.22201 -24.62420 0.01
H -7.30558 15.88190 -24.77820 0.03
O -6.05680 19.78297 -23.23479 -0.05
H -5.28989 19.80056 -23.80730 0.04
H -6.80197 19.87148 -23.82903 -0.01
O -9.19360 17.38887 -26.66619 -0.01
H -10.02715 17.85036 -26.75811 0.10
H -9.43968 16.47444 -26.52654 0.09
O -7.87300 18.72258 -24.91459 -0.10
H -8.36403 18.18062 -25.53216 -0.03
H -8.45008 18.80404 -24.15527 -0.02
O -7.08239 18.46621 -28.16149 -0.05
H -7.37913 18.88753 -28.96812 0.03
H -7.88896 18.22889 -27.70394 -0.03
C -7.14032 17.02243 -20.41746 -0.81
O -7.58516 16.58103 -19.34886 -0.02
N -6.67424 16.31159 -21.36132 0.18
N -7.40788 18.23506 -20.77409 0.17
H -6.49287 15.32964 -21.20973 0.13
H -6.46663 16.68953 -22.27464 0.07
H -7.56433 18.41026 -21.75640 0.07
H -7.57934 18.93585 -20.06727 0.13
C -10.14150 18.38859 -22.30259 -0.78
O -9.77432 19.19360 -23.13816 0.04
N -10.78932 18.66679 -21.24228 0.20
N -9.94214 17.09346 -22.42085 0.19
H -11.10725 19.62029 -21.14301 0.14
H -11.24184 17.97730 -20.65924 0.13
H -9.49501 16.71203 -23.24224 0.11
H -10.73790 16.59384 -22.05038 0.12
```

The value obtained for the energy above the lowest of the compared OMol25 structures with the same formula, charge and spin is 1.738 eV. As for the electronic energy: -24740.101 eV. Its SMILES is NC(N)=O.NC(N)=O.O.O.O.O.O.O. For the molar mass, the calculation gives 228.2 g mol⁻¹.



Entry 4:
Computed, not measured: a molecular structure, C2H21HgO9 in a non-equilibrium geometry, with the ωB97M-V functional and the def2-TZVPD basis.

Geometry as XYZ:
```
33
Properties=species:S:1:pos:R:3:lowdin_charge:R:1
Hg -0.68105 3.27414 0.18280 1.36
C 0.11453 -0.37098 0.18872 -0.07
C -1.02158 0.13893 1.04454 -0.36
O -0.97753 1.47813 1.46929 -0.41
H 0.46437 0.22012 -0.65175 0.04
H -0.05805 -1.40367 -0.11035 0.06
H 0.99887 -0.42509 0.83705 0.09
H -1.05615 -0.46629 1.96352 0.14
H -2.01243 -0.05751 0.60914 0.12
O 2.19408 -3.57125 0.02819 -0.05
H 2.02613 -4.44742 0.39138 0.05
H 1.38699 -3.08024 0.19512 -0.01
O 1.80226 2.60980 0.49311 -0.09
H 2.45032 2.59396 -0.22321 0.07
H 2.07982 1.90472 1.09305 0.07
O 3.29537 -1.25736 -2.42389 -0.05
H 3.17748 -2.21050 -2.51548 0.04
H 2.42386 -0.93598 -2.17987 0.00
O -0.20014 1.57652 4.20718 -0.05
H 0.59488 1.06802 4.02092 0.03
H -0.71575 1.54908 3.38667 -0.02
O -1.33952 0.55749 -3.09891 -0.02
H -1.86761 0.66287 -3.90056 0.09
H -1.88912 0.02806 -2.50798 0.08
O -0.46066 -3.62478 -1.78976 -0.05
H -0.74773 -4.54364 -1.83884 0.05
H -0.75693 -3.32752 -0.92487 0.01
O -3.55975 1.78159 2.80915 -0.05
H -3.49322 2.74085 2.79336 0.03
H -2.76735 1.46516 2.35309 -0.02
O 0.07772 2.34921 -1.77180 -0.15
H -0.44264 1.75769 -2.39124 0.03
H 0.96055 1.96590 -1.73778 0.05
```

As for the electronic energy: -25007.250 eV. Its net charge is +1. For the molar mass, the calculation gives 389.8 g mol⁻¹.



Entry 5:
Computed, not measured: 11 unconnected molecules or ions with the total composition C2H24N2O12 in a non-equilibrium geometry, with the ωB97M-V functional and the def2-TZVPD basis.

Geometry as XYZ:
```
40
Properties=species:S:1:pos:R:3:lowdin_charge:R:1
O 2.80086 -1.99318 -0.67323 0.00
C 2.62117 -0.80858 -0.44111 -0.31
N 1.36771 -0.36089 -0.05746 0.15
C 0.17855 -1.09833 -0.27779 -0.54
N 0.23367 -2.43375 -0.24420 0.21
O -0.79708 -0.35247 -0.20943 0.01
H 3.37219 -0.02136 -0.39253 0.14
H 1.31595 0.59693 0.25363 0.11
H 1.11639 -2.91556 -0.34035 0.11
H -0.61870 -2.94272 -0.42780 0.13
H 3.26595 -0.12094 -3.19429 0.07
H 2.06709 -1.03908 -2.97226 0.05
O 2.44856 -0.19692 -2.69137 -0.04
H 0.56591 -2.60395 1.91312 0.01
H -0.68952 -2.51642 2.83724 0.04
O 0.27138 -2.50864 2.82153 -0.04
H 1.78172 0.04068 3.78096 0.05
H 1.31276 -0.91360 2.74151 0.00
O 1.37101 0.04147 2.91000 -0.06
H -1.85847 -1.66839 1.03907 -0.01
H -3.15661 -2.10066 1.65194 0.04
O -2.47025 -2.41275 1.06214 -0.05
H -0.23342 -0.43613 -3.30403 0.04
H -1.25596 -1.18164 -2.64951 0.06
O -0.34644 -1.33039 -2.94799 -0.04
H 0.65650 3.73419 0.14675 0.08
H 0.19191 2.62398 1.02546 -0.01
O 0.62541 2.77052 0.17489 -0.06
H -0.27754 2.83955 -2.46697 0.00
H 0.67292 1.98466 -3.30817 0.00
O 0.16863 2.79749 -3.32093 -0.05
H -1.69017 1.78935 1.86918 0.01
H -0.45915 1.68504 2.79766 0.04
O -0.96793 2.31730 2.27362 -0.06
H -3.92584 1.01781 1.14559 0.06
H -2.66338 1.27049 0.36148 0.00
O -2.98506 0.84141 1.18661 -0.07
H -1.03529 2.45221 -0.28327 0.02
H -1.26622 1.14578 -0.93579 0.01
O -1.70920 2.00747 -0.85390 -0.08
```

The value obtained for the energy above the lowest of the compared OMol25 structures with the same formula, charge and spin is 0.104 eV. As for the electronic energy: -30015.659 eV. Its SMILES is NC(=O)NC=O.O.O.O.O.O.O.O.O.O.O. For the molar mass, the calculation gives 268.2 g mol⁻¹.



Entry 6:
Computed, not measured: a molecular structure, C2H25O11Y in a non-equilibrium geometry, with the ωB97M-V functional and the def2-TZVPD basis.

Geometry as XYZ:
```
39
Properties=species:S:1:pos:R:3:lowdin_charge:R:1
Y 1.50711 3.19256 0.04286 1.46
C 2.71780 -1.03731 -0.30004 0.01
C 2.84561 -1.08202 1.05845 0.12
O 2.48703 2.71100 1.73085 -0.56
H 3.52603 -0.37393 -2.63088 0.39
H 1.83448 -0.80667 -0.91859 0.06
H 3.61079 -1.24516 -0.83733 0.00
H 3.61478 -1.56363 1.57783 0.09
H 1.93325 -0.82970 1.48610 0.03
O -3.08422 -5.22346 -2.75783 -0.03
H -3.32835 -5.97522 -2.28237 0.00
H -2.73906 -5.41966 -3.62497 0.03
O 2.74319 2.19012 -2.27951 -0.17
H 3.63412 2.00555 -1.95541 0.03
H 2.95710 2.12136 -3.25947 0.11
O -0.48767 1.37866 -0.58228 -0.34
H -1.58162 1.86792 -0.70948 0.17
H -0.01846 2.11467 -2.75823 0.41
O 3.65571 4.27213 -0.68486 -0.09
H 3.62801 4.96739 -1.38917 0.12
H 4.53935 4.00278 -0.52653 0.07
O -4.76258 2.85842 1.67211 -0.07
H -5.25639 2.07397 1.33396 0.06
H -4.09495 3.03496 0.98235 0.02
O -4.43247 -0.97101 0.94300 -0.07
H -3.84848 -1.74163 0.80978 0.05
H -5.33270 -1.23113 0.77875 0.03
O 0.23835 -2.23072 2.42466 -0.03
H -0.58117 -2.59383 2.21902 0.00
H 0.73686 -3.05506 2.58320 0.07
O -3.69265 0.06874 3.83768 -0.07
H -4.28953 -0.06650 4.59330 0.05
H -4.09872 0.88464 3.55041 0.00
O 2.63943 -4.12768 -2.80032 -0.09
H 2.21030 -4.40791 -3.61550 0.03
H 2.39728 -4.87350 -2.18423 0.07
O -0.26735 3.19114 1.37158 -0.13
H -0.97729 2.91249 0.80009 0.01
H -0.58288 3.00720 2.30102 0.16
```

As for the electronic energy: -26014.520 eV. Its net charge is +2. For the molar mass, the calculation gives 314.1 g mol⁻¹.



Entry 7:
Computed, not measured: a molecular structure, C2H2AgO2 in a non-equilibrium geometry, with the ωB97M-V functional and the def2-TZVPD basis.

Geometry as XYZ:
```
7
Properties=species:S:1:pos:R:3:lowdin_charge:R:1
H 0.88834 2.20009 0.41312 0.04
C 0.60713 1.20817 0.79342 -0.43
C 1.27758 0.48805 1.68552 -0.22
H 0.80687 -0.48714 1.91747 -0.10
O -0.54722 0.83936 -0.10617 -0.41
O -1.03774 -0.51213 0.05701 -0.46
Ag 1.01992 -1.11286 -0.52406 0.59
```

The value obtained for the energy above the lowest of the compared OMol25 structures with the same formula, charge and spin is 2.472 eV. As for the electronic energy: -10194.137 eV. Its net charge is -1. For the molar mass, the calculation gives 165.9 g mol⁻¹.



Entry 8:
Computed, not measured: a molecular structure, C2H2B2CaF8O6 in a non-equilibrium geometry, with the ωB97M-V functional and the def2-TZVPD basis.

Geometry as XYZ:
```
21
Properties=species:S:1:pos:R:3:lowdin_charge:R:1
Ca 0.03082 0.20336 0.15924 1.61
B -2.58368 0.33962 0.45518 -1.29
F -2.00380 1.38382 -0.28878 0.07
F -2.17760 0.42135 1.80550 0.10
F -3.95416 0.30557 0.31278 0.14
F -1.92654 -0.85687 0.07691 0.02
B 1.43298 1.81987 2.15727 -1.26
F 1.96265 1.43001 0.91237 0.05
F 2.43814 2.09352 3.08004 0.12
F 0.55397 2.91268 1.90339 0.08
F 0.63851 0.73375 2.51623 0.08
O -0.38361 0.86600 -4.34868 0.01
C -0.35278 0.18254 -3.13786 -0.79
O 0.07302 0.78580 -2.12408 -0.14
O -0.78625 -0.99080 -3.18853 -0.04
H -0.80171 0.14319 -4.85972 0.08
O 2.32897 -3.07758 1.07630 0.07
C 1.46669 -2.10590 0.65320 -0.81
O 0.41606 -1.84695 1.28345 -0.11
O 1.68553 -1.42976 -0.38022 -0.10
H 1.94280 -3.31322 1.93602 0.10
```

The value obtained for the energy above the lowest of the compared OMol25 structures with the same formula, charge and spin is 0.000 eV. As for the electronic energy: -55944.363 eV. Its net charge is -2. For the molar mass, the calculation gives 335.7 g mol⁻¹.



Entry 9:
Computed, not measured: a molecular structure, C2H2Br2I2 in a non-equilibrium geometry, with the ωB97M-V functional and the def2-TZVPD basis.

Geometry as XYZ:
```
8
Properties=species:S:1:pos:R:3:lowdin_charge:R:1
C -1.02850 -0.60329 0.06756 -1.49
C -0.89448 0.58000 0.93664 -1.36
Br -0.64808 -2.24058 0.92184 0.63
Br -2.50657 0.67075 2.09056 0.53
I -2.73438 -0.62234 -1.18659 0.74
I -0.68182 2.41032 -0.16256 0.75
H 0.30031 -0.55443 -1.52331 0.18
H -0.05479 0.50421 1.62704 0.01
```

The value obtained for the energy above the lowest of the compared OMol25 structures with the same formula, charge and spin is 3.476 eV. As for the electronic energy: -158388.512 eV. For the molar mass, the calculation gives 439.7 g mol⁻¹.



Entry 10:
Computed, not measured: a molecular structure, C2H2Br2O in a non-equilibrium geometry, with the ωB97M-V functional and the def2-TZVPD basis.

Geometry as XYZ:
```
7
Properties=species:S:1:pos:R:3:lowdin_charge:R:1
C -0.56385 -0.55285 -0.57709 -0.42
C 0.40196 0.20872 0.28483 -1.14
O -0.32471 -0.63253 -1.73674 0.08
Br -0.49223 1.82554 0.81643 0.67
Br 1.30454 -0.53577 1.84725 0.61
H -1.52167 -0.79706 -0.12798 0.12
H 1.19595 0.48395 -0.50670 0.08
```

The value obtained for the energy above the lowest of the compared OMol25 structures with the same formula, charge and spin is 0.000 eV. As for the electronic energy: -144237.879 eV. For the molar mass, the calculation gives 201.8 g mol⁻¹.



Entry 11:
Computed, not measured: a molecular structure, C2H2Br2O in a non-equilibrium geometry, with the ωB97M-V functional and the def2-TZVPD basis.

Geometry as XYZ:
```
7
Properties=species:S:1:pos:R:3:lowdin_charge:R:1
C -0.60016 -0.68927 0.13594 -0.54
C 0.35091 0.40403 -0.31400 -1.10
O -0.60101 -1.79247 -0.28727 0.06
Br -0.27920 2.19054 -0.17305 0.68
Br 1.57526 -0.03011 1.12429 0.73
H -1.28245 -0.31913 0.84677 0.09
H 0.83665 0.23640 -1.33269 0.09
```

The value obtained for the energy above the lowest of the compared OMol25 structures with the same formula, charge and spin is 0.052 eV. As for the electronic energy: -144237.827 eV. For the molar mass, the calculation gives 201.8 g mol⁻¹.



Entry 12:
Computed, not measured: a molecular structure, C2H2Br3N in a non-equilibrium geometry, with the ωB97M-V functional and the def2-TZVPD basis.

Geometry as XYZ:
```
8
Properties=species:S:1:pos:R:3:lowdin_charge:R:1
C 0.89590 0.17675 0.05953 -0.31
C -1.00273 0.13441 -0.22229 -1.71
N 1.30655 -0.91840 0.34030 0.06
Br -1.39641 -1.58062 -0.83544 0.64
Br -1.74637 1.60016 -1.31107 0.52
Br -1.42905 0.50578 1.62589 0.57
H 1.12878 1.28990 -0.26029 0.13
H 2.24334 -1.20799 0.60336 0.09
```

The value obtained for the energy above the lowest of the compared OMol25 structures with the same formula, charge and spin is 1.397 eV. As for the electronic energy: -213721.322 eV. For the molar mass, the calculation gives 279.8 g mol⁻¹.